(1)
Molecular formula: C3H3N3O2
Method: DFT, ωB97M-V/def2-TZVPD

```
11
Properties=species:S:1:pos:R:3:forces:R:3
C 1.6025 -0.7300 0.0600 -1.102 0.134 -1.081
C -1.8869 0.3730 -0.0310 4.477 0.100 -0.069
C -0.3646 0.8908 0.0264 -2.071 0.793 0.818
H 3.4602 -0.3773 -0.3437 -2.461 1.123 0.597
H 1.5381 -1.7859 -0.1676 0.677 -0.421 0.331
H -2.6928 1.0066 0.0228 -1.875 1.113 -0.227
N 2.5048 0.1110 -0.1033 3.137 -0.821 -0.191
N 0.2755 -0.3059 0.3109 -0.330 0.746 -0.551
N -1.9057 -0.8813 -0.1341 0.597 -0.434 0.365
O -0.5939 -1.3470 -0.0142 -0.959 -0.967 0.036
O 0.0271 2.0328 -0.0305 -0.090 -1.365 -0.028
```
Positions in Å, forces in eV/Å.

The calculation puts the HOMO-LUMO gap at 10.2087 eV. Its HOMO energy is -0.36573 hartree. Its charge is 0. The SMILES is [H]/N=C/n1oncc1=O.

(2)
Molecular formula: C7H12ClOP
Method: DFT, ωB97M-V/def2-TZVPD

```
22
Properties=species:S:1:pos:R:3:forces:R:3
C -1.1294 0.9247 0.5663 0.768 1.442 -0.292
C -0.7970 1.7684 1.5297 -3.901 -1.287 -0.658
C -1.9848 -0.4386 -1.2724 -1.383 -2.171 -0.349
C 0.2216 -0.9815 -0.0410 1.341 0.368 -1.945
C 0.0056 0.9854 -1.6422 1.827 0.056 2.709
C 1.2830 2.3506 2.2181 1.148 1.989 0.471
C -0.7252 0.0964 -0.6015 0.742 0.527 -0.121
O -0.0974 2.3481 2.4464 0.175 0.515 1.117
P -2.6497 1.6192 1.1830 1.553 0.889 0.032
Cl -3.3136 0.0604 2.3513 -0.474 -0.698 0.742
H -1.6630 -1.0931 -2.1368 -0.522 1.125 0.420
H -2.5555 -1.1881 -0.6592 0.756 0.604 0.068
H -2.8388 0.2795 -1.5176 1.752 -0.440 -0.062
H 0.4768 -1.6737 -0.8297 0.142 -0.254 -0.649
H -0.2519 -1.5942 0.6447 -1.016 -0.906 1.832
H 1.2283 -0.6627 0.3364 -1.145 0.337 -0.100
H 0.3742 0.5329 -2.4894 0.290 -2.169 -2.012
H 1.0284 1.2980 -1.2296 -1.705 0.571 -0.081
H -0.6386 1.7170 -2.0420 -0.519 1.533 0.143
H 1.8037 3.1789 2.7710 -0.887 -0.862 -0.117
H 1.3962 2.5888 1.2033 0.614 0.227 -1.634
H 1.7534 1.4334 2.4185 0.444 -1.398 0.486
```
Positions in Å, forces in eV/Å.

The calculation puts the HOMO-LUMO gap at 9.4567 eV. Its HOMO energy is -0.32329 hartree. Its charge is 0. The SMILES is COC1=P(Cl)=C1C(C)(C)C.